# C5H11NO

A single C5H11NO molecule at a distorted geometry (wB97M-V/def2-TZVPD, OMol25).

Calculated total energy ... -8900.326 eV
Maximum force ... 1.84 eV/A
SMILES ... OC[C@H]1CCCN1
Kohn-Sham gap ... 9.6 eV

Atoms and positions in Å:
N1 -0.5026 1.0598 0.5919
C1 -1.7910 0.7318 -0.0107
C2 -1.5384 -0.5794 -0.7816
C3 -0.0550 -0.9819 -0.4885
C4 0.5767 0.3625 -0.0594
C5 1.7724 0.2344 0.8309
O1 2.8656 -0.5192 0.3532
H1 -0.2273 1.9903 0.8558
H2 -2.5093 0.5273 0.7809
H3 -2.1717 1.5073 -0.6787
H4 -2.1164 -1.3741 -0.3121
H5 -1.7227 -0.5469 -1.8488
H6 0.4535 -1.3991 -1.3488
H7 -0.0659 -1.6314 0.3881
H8 0.8647 0.8246 -1.0264
H9 1.4948 -0.1641 1.8163
H10 2.1323 1.2470 1.0555
H11 2.5404 -1.2888 -0.1176